Record 1
Density functional theory data (ωB97M-V with the def2-TZVPD basis set) for a cluster of 12 separate species, C80H174F12N9O6PS2 in total.

XYZ file:
```
284
Properties=species:S:1:pos:R:3:mulliken_charge:R:1
P -0.32 -0.63 -0.84 1.9915
F -0.96 -0.53 -2.29 -0.3245
F -1.22 0.63 -0.34 -0.7054
F -1.54 -1.61 -0.41 -0.4906
F 0.23 -0.75 0.69 -0.3276
F 0.55 -1.87 -1.35 -0.5740
F 0.88 0.28 -1.28 -0.6145
C 1.67 -1.88 5.29 -1.3214
C 2.66 -2.58 6.19 -0.4549
C 3.08 -1.77 7.43 -0.8145
N 3.99 -2.54 8.38 0.3848
C 3.65 -4.02 8.48 -1.0326
C 5.47 -2.24 8.08 -0.7795
C 6.27 -2.57 9.33 -0.7600
C 5.36 -1.95 10.45 -0.5519
C 3.98 -1.84 9.82 -0.5288
H 0.66 -2.00 5.70 0.5459
H 1.73 -2.18 4.25 0.1185
H 1.91 -0.82 5.16 0.2926
H 3.57 -2.71 5.60 0.3064
H 2.27 -3.58 6.36 0.5112
H 2.10 -1.65 7.90 0.4113
H 3.50 -0.79 7.21 0.4386
H 2.58 -4.07 8.64 0.3716
H 4.26 -4.40 9.30 0.4629
H 3.96 -4.44 7.52 0.3365
H 5.78 -2.80 7.20 0.4790
H 5.52 -1.18 7.84 0.4242
H 6.30 -3.66 9.32 0.3230
H 7.29 -2.19 9.28 0.4529
H 5.26 -2.50 11.39 0.3499
H 5.75 -0.95 10.65 0.3233
H 3.26 -2.44 10.38 0.3683
H 3.56 -0.86 9.61 0.3583
C -5.72 -5.54 -0.09 -1.6697
C -4.87 -4.33 0.18 0.8797
C -4.81 -4.23 1.73 -1.1532
N -3.90 -3.17 2.30 0.8573
C -4.23 -1.77 1.76 -1.2250
C -2.32 -3.39 2.08 1.2717
C -1.78 -3.73 3.44 -0.4443
C -2.61 -2.87 4.29 -0.5030
C -3.98 -3.19 3.82 -1.0701
H -6.17 -5.52 -1.09 0.3995
H -6.59 -5.58 0.57 0.4734
H -5.16 -6.42 0.23 0.3238
H -5.26 -3.41 -0.25 0.1955
H -3.89 -4.57 -0.25 -0.2440
H -4.73 -5.19 2.24 0.4590
H -5.69 -3.88 2.27 0.5948
H -5.31 -1.69 1.66 0.5841
H -3.86 -1.66 0.75 0.0110
H -3.86 -1.01 2.46 0.0565
H -1.65 -2.63 1.68 -0.5989
H -2.34 -4.36 1.58 -0.5884
H -0.75 -3.37 3.52 0.0959
H -1.88 -4.75 3.80 0.3310
H -2.33 -1.81 4.24 0.1661
H -2.38 -3.24 5.29 0.6632
H -4.74 -2.48 4.16 0.3819
H -4.25 -4.19 4.16 0.5188
C -5.23 -2.93 -5.00 -1.3343
C -4.10 -3.61 -4.20 0.7052
C -3.18 -4.56 -5.07 -1.1406
N -2.09 -5.29 -4.27 0.6594
C -1.23 -4.10 -3.72 -0.5284
C -1.20 -6.35 -5.01 -0.4576
C -0.73 -7.36 -4.04 -0.5982
C -1.77 -7.36 -2.93 0.0826
C -2.70 -6.10 -3.13 -0.2248
H -5.63 -2.14 -4.37 0.2371
H -6.05 -3.63 -5.20 0.4198
H -4.70 -2.51 -5.85 0.3558
H -4.46 -3.88 -3.21 0.2047
H -3.46 -2.73 -4.15 -0.1523
H -2.60 -4.10 -5.86 0.5295
H -3.83 -5.35 -5.46 0.4416
H -1.02 -3.37 -4.50 0.4568
H -0.31 -4.64 -3.53 -0.2376
H -1.57 -3.76 -2.74 0.0966
H -0.30 -5.81 -5.33 0.2199
H -1.75 -6.91 -5.77 0.5147
H 0.30 -7.17 -3.73 -0.0754
H -0.63 -8.34 -4.50 0.4294
H -1.37 -7.28 -1.92 -0.3854
H -2.42 -8.23 -2.91 0.4562
H -2.71 -5.57 -2.18 -0.2578
H -3.76 -6.30 -3.28 0.5542
C 8.50 -2.29 3.74 -1.5586
C 7.84 -1.31 2.85 -0.2923
C 6.71 -0.52 3.45 -0.3583
N 6.39 0.85 2.80 0.3898
C 5.39 1.67 3.71 -1.1479
C 3.99 1.06 3.74 -0.1535
C 3.45 0.68 2.34 -0.1529
C 4.47 -0.10 1.38 -0.0066
C 5.84 0.67 1.42 -1.3322
C 7.66 1.70 2.84 -1.0057
H 8.95 -3.10 3.16 0.4265
H 7.84 -2.87 4.39 0.3266
H 9.27 -1.79 4.32 0.4067
H 7.37 -1.75 1.97 0.0719
H 8.66 -0.80 2.34 0.2932
H 7.14 -0.25 4.42 0.3683
H 5.75 -1.04 3.52 0.3974
H 5.81 1.78 4.71 0.4715
H 5.41 2.72 3.39 0.4309
H 4.03 0.13 4.31 -0.1143
H 3.35 1.73 4.32 0.6579
H 2.52 0.11 2.29 0.7646
H 3.13 1.57 1.79 -0.4838
H 4.67 -1.10 1.75 -0.4107
H 3.92 -0.23 0.45 0.7508
H 6.58 0.10 0.86 0.4731
H 5.64 1.63 0.94 0.4770
H 8.16 1.65 3.81 0.3702
H 7.31 2.66 2.47 0.4467
H 8.31 1.26 2.08 0.4245
C -2.49 5.17 -3.38 -0.9022
C -2.42 6.76 -3.51 -0.5121
C -3.86 7.30 -3.68 -0.7727
N -3.95 8.80 -3.98 0.2608
C -5.50 9.10 -4.15 -0.6419
C -5.82 10.56 -4.28 -0.8014
C -5.32 11.34 -3.08 -0.5354
C -3.85 11.10 -2.71 -0.8381
C -3.37 9.66 -2.72 -0.5113
C -3.17 9.31 -5.18 -1.0476
H -3.02 4.72 -4.22 0.5623
H -3.13 4.83 -2.56 -0.2222
H -1.53 4.70 -3.18 0.4093
H -1.86 6.97 -4.42 0.3620
H -1.91 7.17 -2.65 0.2918
H -4.25 7.28 -2.66 0.2569
H -4.40 6.68 -4.39 0.5210
H -5.95 8.79 -3.21 0.4282
H -5.92 8.45 -4.93 0.4760
H -6.90 10.73 -4.32 0.4236
H -5.45 10.97 -5.22 0.3637
H -5.95 11.40 -2.19 0.3798
H -5.28 12.32 -3.55 0.2370
H -3.81 11.56 -1.72 0.3685
H -3.23 11.75 -3.33 0.3938
H -3.74 9.33 -1.75 0.3837
H -2.30 9.54 -2.62 0.4083
H -3.37 10.38 -5.18 0.5131
H -3.58 8.97 -6.14 0.3272
H -2.10 9.17 -5.04 0.3537
C 1.80 3.50 -1.34 -1.0920
C 1.15 4.50 -0.40 -0.0617
C 0.48 3.78 0.84 0.2416
N -0.03 4.78 1.95 0.3467
C -1.01 5.88 1.51 -1.5016
C -2.25 5.34 0.99 0.2477
C -2.98 4.50 2.14 0.0414
C -2.08 3.48 2.80 0.2834
C -0.63 3.93 3.12 -1.3073
C 1.25 5.49 2.52 -1.0059
H 1.11 2.69 -1.58 0.2508
H 2.64 3.12 -0.76 0.1049
H 2.27 3.90 -2.24 0.4716
H 0.23 4.88 -0.85 -0.1933
H 1.86 5.28 -0.13 0.4413
H 1.18 3.13 1.36 -0.0778
H -0.43 3.27 0.51 0.0535
H -0.43 6.45 0.79 0.5607
H -1.09 6.54 2.38 0.5226
H -2.00 4.74 0.11 -0.2897
H -2.70 6.29 0.68 0.5108
H -3.90 4.17 1.65 -0.4910
H -3.44 5.20 2.83 0.4706
H -1.92 2.59 2.19 -0.3367
H -2.64 3.14 3.67 0.9422
H -0.06 3.03 3.34 0.3524
H -0.69 4.46 4.06 0.5438
H 1.76 6.17 1.83 0.3970
H 1.83 4.64 2.89 0.3399
H 0.94 5.89 3.49 0.4382
C 6.76 -7.23 -0.84 -1.3087
C 5.74 -6.24 -1.55 -0.2743
C 4.91 -5.40 -0.50 -0.8937
N 4.06 -4.20 -1.05 0.5452
C 3.23 -3.52 0.08 0.1829
C 2.19 -4.51 0.70 -1.2151
C 1.32 -5.13 -0.42 1.2975
C 2.17 -5.70 -1.60 0.0065
C 3.19 -4.74 -2.24 -0.6960
C 5.09 -3.16 -1.50 -1.2104
H 6.33 -8.19 -0.58 0.3672
H 7.19 -6.73 0.02 0.3370
H 7.60 -7.48 -1.49 0.3974
H 5.13 -6.79 -2.27 0.2639
H 6.30 -5.49 -2.12 0.2825
H 5.58 -4.91 0.21 0.6170
H 4.31 -6.12 0.04 0.4375
H 3.87 -3.13 0.86 0.2132
H 2.76 -2.71 -0.48 -0.1149
H 2.53 -5.32 1.34 0.4659
H 1.49 -3.93 1.31 0.4516
H 0.54 -5.80 -0.06 -0.4794
H 0.69 -4.33 -0.82 -0.5987
H 2.56 -6.67 -1.29 0.5683
H 1.54 -6.02 -2.42 -0.3390
H 3.68 -5.19 -3.10 0.4804
H 2.71 -3.81 -2.52 0.2460
H 4.51 -2.32 -1.88 0.3418
H 5.63 -3.57 -2.35 0.4610
H 5.69 -2.86 -0.64 0.2390
C -3.53 1.30 -4.75 -1.4321
C -3.72 1.15 -3.22 1.2119
C -4.91 2.08 -3.00 -1.0878
N -5.55 2.10 -1.59 0.3244
C -6.32 0.77 -1.26 -1.0878
C -7.14 0.75 0.04 0.3419
C -8.10 1.97 0.06 -1.2718
C -7.44 3.29 -0.29 -0.0126
C -6.70 3.18 -1.64 -0.6777
C -4.43 2.43 -0.61 0.7820
H -4.37 0.98 -5.37 0.4490
H -2.69 0.64 -4.96 0.2267
H -3.19 2.31 -4.98 0.2353
H -2.75 1.42 -2.81 -0.2537
H -3.88 0.10 -3.01 0.0405
H -5.75 1.84 -3.65 0.5108
H -4.76 3.14 -3.19 0.3110
H -7.03 0.64 -2.08 0.5054
H -5.84 -0.16 -1.55 0.5434
H -7.68 -0.19 0.12 0.6470
H -6.46 0.83 0.89 -0.4172
H -8.99 1.93 -0.56 0.3540
H -8.50 1.90 1.07 0.5183
H -8.05 4.19 -0.29 0.5648
H -6.77 3.64 0.49 -0.3166
H -7.47 2.78 -2.29 0.4102
H -6.28 4.13 -1.99 0.5933
H -4.91 2.61 0.35 -0.2527
H -3.92 3.32 -0.98 -0.8462
H -3.81 1.54 -0.58 0.0633
C 1.09 -0.79 -5.36 -0.9366
C 1.92 0.38 -4.79 0.4586
C 3.36 0.26 -5.13 -0.9457
N 4.42 1.17 -4.42 0.4080
C 5.87 0.96 -4.89 -0.6891
C 6.86 2.04 -4.39 -0.5314
C 6.37 3.46 -4.78 -0.8281
C 4.98 3.64 -4.18 -0.6251
C 3.91 2.59 -4.67 -0.6793
C 4.34 1.02 -2.89 -0.6763
H 1.21 -0.89 -6.44 0.5248
H 0.04 -0.55 -5.19 -0.1078
H 1.27 -1.69 -4.77 0.1726
H 1.75 0.37 -3.71 -0.1222
H 1.46 1.28 -5.19 0.3753
H 3.60 0.40 -6.19 0.4729
H 3.65 -0.75 -4.86 0.3212
H 5.83 0.77 -5.97 0.4707
H 6.14 -0.05 -4.56 0.4243
H 7.85 2.00 -4.85 0.4251
H 7.05 1.99 -3.32 0.2408
H 6.28 3.54 -5.86 0.3221
H 7.13 4.15 -4.41 0.3795
H 4.62 4.53 -4.70 0.5319
H 4.97 3.76 -3.10 0.2247
H 3.78 2.71 -5.75 0.4930
H 2.91 2.68 -4.23 0.3521
H 5.29 1.36 -2.45 0.4176
H 4.41 -0.07 -2.88 0.2719
H 3.50 1.42 -2.32 -0.1529
C -2.93 -8.14 2.24 0.5546
F -2.49 -9.01 3.07 -0.2002
F -3.78 -8.78 1.48 -0.2190
F -3.46 -7.11 2.89 -0.2113
S -1.47 -7.47 1.08 1.0856
O -1.12 -8.58 0.18 -0.6556
O -1.97 -6.27 0.32 -0.6365
O -0.31 -7.09 2.04 -0.7164
C -5.78 3.00 3.98 0.4681
F -4.95 3.90 4.59 -0.2334
F -6.91 2.86 4.76 -0.2148
F -6.07 3.49 2.76 -0.1853
S -4.96 1.29 3.61 1.2946
O -4.15 1.46 2.39 -0.6353
O -4.07 0.97 4.72 -0.6504
O -6.15 0.37 3.40 -0.6656
```

For the HOMO-LUMO gap, the calculation gives 0.244 Eh. The value obtained for the highest occupied orbital energy is -16.93 eV. The electronic energy is -6430.76991 a.u. As for the net charge: +6.

***

Record 2
Density functional theory data (ωB97M-V with the def2-TZVPD basis set) for a cluster of 2 separate species, C3H4O2S in total.

XYZ file:
```
10
Properties=species:S:1:pos:R:3:mulliken_charge:R:1
C 0.26 0.73 -0.27 0.5321
C -0.95 0.20 -0.82 0.4843
C -1.47 -0.83 0.18 -0.9218
O 1.17 0.99 0.43 -0.3680
O -1.56 0.50 -1.87 -0.5607
S 3.40 0.26 0.71 -0.1684
H -2.51 -0.50 0.44 0.2522
H -0.75 -0.90 0.92 0.2877
H -1.73 -1.81 -0.13 0.3305
H 4.14 1.36 0.41 0.1322
```

For the HOMO-LUMO gap (spin up / spin down), the calculation gives 0.256 / 0.316 Eh. The value obtained for the highest occupied orbital energy (spin up / spin down) is -8.66 / -9.79 eV. The electronic energy is -665.22256 a.u.

***

Record 3
Density functional theory data (ωB97M-V with the def2-TZVPD basis set) for a structure of composition C44H112As4F24N6O6.

XYZ file:
```
196
Properties=species:S:1:pos:R:3:mulliken_charge:R:1
C 1.25 -0.22 -6.55 -1.3005
C -0.15 0.09 -7.13 -0.5203
N -0.36 1.02 -8.41 0.8404
C -1.94 1.11 -8.64 -0.9829
C 0.06 2.46 -8.04 -0.5213
C -0.36 3.02 -6.69 -1.2347
C 0.45 0.38 -9.58 -0.6453
C 0.44 1.27 -10.89 -0.9234
O -0.85 1.58 -11.17 -0.2365
C -0.98 2.29 -12.32 -0.8914
H 1.72 -0.93 -7.23 0.3959
H 1.23 -0.51 -5.51 0.1841
H 1.84 0.70 -6.51 0.2757
H -0.79 0.63 -6.44 0.4243
H -0.63 -0.80 -7.54 0.4680
H -2.23 0.28 -9.28 0.4122
H -2.24 1.89 -9.34 0.3467
H -2.49 1.21 -7.70 0.3475
H -0.07 3.26 -8.77 0.4803
H 1.11 2.23 -7.87 0.4669
H -1.44 3.09 -6.59 0.3212
H 0.17 3.98 -6.68 0.4117
H 0.05 2.60 -5.77 0.1044
H 0.15 -0.63 -9.87 0.4007
H 1.47 0.34 -9.19 0.4003
H 1.06 0.92 -11.71 0.5337
H 0.89 2.20 -10.54 0.3568
H -2.02 2.45 -12.60 0.2685
H -0.50 1.94 -13.24 0.3295
H -0.58 3.29 -12.09 0.3720
C 2.53 -4.36 0.69 -0.7011
C 3.82 -4.89 1.42 -0.9091
N 4.65 -3.69 2.03 0.5014
C 5.88 -4.36 2.72 -1.0678
C 5.13 -2.74 0.88 -0.2208
C 5.74 -3.44 -0.41 -1.3121
C 3.64 -2.93 3.03 -0.5430
C 4.36 -1.86 3.92 -0.5882
O 4.51 -0.72 3.08 -0.0888
C 5.19 0.42 3.69 -0.9589
H 1.99 -3.74 1.40 0.2415
H 1.80 -5.14 0.45 0.4668
H 2.79 -3.94 -0.28 0.1857
H 4.51 -5.44 0.77 0.5084
H 3.55 -5.55 2.24 0.5270
H 5.73 -4.59 3.77 0.4029
H 6.67 -3.62 2.88 0.4373
H 6.32 -5.22 2.22 0.3374
H 5.75 -2.00 1.39 0.4432
H 4.34 -2.07 0.54 0.1751
H 5.07 -4.16 -0.89 0.2658
H 6.66 -3.98 -0.19 0.4094
H 6.11 -2.80 -1.21 0.3681
H 3.34 -3.75 3.68 0.4090
H 2.71 -2.47 2.70 0.0841
H 5.27 -2.34 4.26 0.3943
H 3.71 -1.52 4.73 0.3057
H 6.21 0.26 4.04 0.3622
H 4.62 0.86 4.51 0.3140
H 5.14 1.24 2.98 0.3081
C -1.58 -6.38 -1.64 -1.1486
C -2.67 -6.85 -0.62 -0.3033
N -3.60 -5.55 -0.13 0.2548
C -2.60 -4.67 0.68 -1.2655
C -4.19 -4.77 -1.37 -0.0560
C -4.97 -3.50 -0.87 -1.1431
C -4.69 -5.94 0.91 -0.4537
C -5.69 -6.95 0.47 -0.8449
O -6.48 -6.41 -0.61 -0.2019
C -7.89 -6.47 -0.51 -0.8260
H -1.45 -7.28 -2.24 0.4917
H -0.61 -6.05 -1.27 0.1282
H -1.89 -5.87 -2.55 0.3078
H -2.25 -7.29 0.28 0.3884
H -3.41 -7.49 -1.10 0.4848
H -1.84 -4.26 0.01 0.3596
H -2.22 -5.43 1.36 0.5400
H -3.03 -3.84 1.24 0.3244
H -4.69 -5.53 -1.97 0.4882
H -3.34 -4.45 -1.96 0.1494
H -4.48 -2.88 -0.11 0.1723
H -5.93 -3.82 -0.45 0.1290
H -5.05 -2.84 -1.74 0.5057
H -5.17 -5.02 1.22 0.2013
H -4.25 -6.18 1.88 0.5874
H -6.28 -7.16 1.36 0.5567
H -5.18 -7.87 0.16 0.2710
H -8.23 -7.26 0.16 0.3244
H -8.31 -6.63 -1.50 0.2615
H -8.20 -5.54 -0.03 0.3245
C 2.99 8.57 2.90 -1.2078
C 2.21 7.26 2.35 -0.3757
N 1.09 7.54 1.24 0.4325
C -0.05 8.32 1.88 -1.0404
C 1.80 8.39 0.10 -0.3883
C 0.91 8.77 -1.09 -1.1540
C 0.58 6.21 0.60 -1.0045
C -0.12 5.19 1.47 -0.7076
O -1.29 5.78 2.09 -0.3744
C -1.98 4.89 2.97 -0.7275
H 3.94 8.70 2.36 0.3462
H 3.29 8.32 3.92 0.3818
H 2.39 9.47 2.93 0.3236
H 1.70 6.89 3.24 0.3193
H 2.72 6.39 1.94 0.5137
H -0.99 8.29 1.33 0.3332
H 0.25 9.34 2.11 0.3968
H -0.29 7.77 2.78 0.4311
H 2.63 7.75 -0.20 0.3941
H 2.15 9.26 0.65 0.4494
H 0.23 9.56 -0.78 0.3273
H 0.45 7.87 -1.49 0.2722
H 1.54 9.19 -1.87 0.4319
H 1.44 5.88 0.01 0.4638
H -0.09 6.56 -0.18 0.3739
H 0.43 4.51 2.13 0.3327
H -0.52 4.44 0.80 0.5532
H -3.05 5.10 3.06 0.2877
H -1.62 4.98 4.00 0.3180
H -1.74 3.85 2.77 0.2165
C -2.62 -2.21 7.69 -1.3009
C -1.13 -1.91 7.78 -0.5042
N -0.57 -0.64 7.12 0.4317
C 0.91 -0.55 7.60 -1.0969
C -0.58 -0.93 5.60 -0.6645
C 0.13 0.16 4.70 -0.6097
C -1.37 0.63 7.53 -0.6572
C -1.60 0.91 9.03 -0.5298
O -0.43 1.05 9.89 -0.3895
C 0.46 2.20 9.63 -0.6014
H -3.13 -2.16 8.65 0.3231
H -2.78 -3.16 7.18 0.3856
H -3.24 -1.56 7.07 0.3101
H -0.67 -2.77 7.31 0.5031
H -0.73 -1.91 8.80 0.6104
H 1.37 0.38 7.28 0.4132
H 1.49 -1.32 7.08 0.4147
H 1.00 -0.57 8.69 0.4141
H -1.57 -1.20 5.25 0.2880
H 0.05 -1.80 5.38 0.3323
H 1.20 0.12 4.91 0.2848
H 0.00 1.23 4.84 0.4160
H -0.13 0.00 3.65 -0.0672
H -2.34 0.68 7.03 0.4079
H -0.92 1.52 7.08 0.4770
H -2.04 0.00 9.47 0.1795
H -2.30 1.72 9.23 0.4412
H 0.51 2.89 10.47 0.2864
H 0.17 2.58 8.65 0.2887
H 1.48 1.83 9.62 0.2104
C 0.53 -2.04 -0.84 -0.9858
C -0.27 -0.65 -0.75 0.0516
C 0.01 0.14 0.61 -0.2828
O 1.36 0.60 0.50 -0.1485
C 1.99 1.33 1.57 -0.1950
N 0.24 0.26 -1.90 1.2279
H -0.23 1.16 -1.86 0.2475
H 1.23 0.40 -2.03 -0.0732
H 0.11 -0.11 -2.83 -0.0651
H 0.21 -2.70 -0.03 0.2382
H 1.58 -1.79 -0.73 -0.0669
H 0.32 -2.71 -1.67 0.5804
H -1.32 -0.89 -0.89 0.4083
H -0.11 -0.49 1.49 -0.2311
H -0.68 0.99 0.70 0.5693
H 2.16 0.63 2.38 -0.1089
H 1.38 2.15 1.94 -0.0181
H 2.99 1.69 1.32 0.2887
As -0.13 4.14 -2.78 2.0576
F -1.31 5.22 -2.02 -0.4741
F 1.23 4.56 -1.68 -0.4881
F 0.95 3.08 -3.66 -0.4745
F -1.50 3.40 -3.70 -0.5236
F 0.08 5.39 -4.01 -0.5182
F -0.43 2.87 -1.59 -0.7770
As -4.23 -1.10 2.86 1.9463
F -5.82 -0.98 3.66 -0.4942
F -3.95 0.53 3.55 -0.5330
F -2.53 -1.13 2.23 -0.4008
F -4.64 -2.81 2.27 -0.5489
F -5.01 -0.33 1.36 -0.4965
F -3.64 -1.76 4.41 -0.4929
As -2.25 -1.93 -4.25 1.9404
F -3.59 -3.11 -4.00 -0.4952
F -1.34 -2.78 -2.96 -0.4603
F -1.03 -0.60 -4.22 -0.6535
F -3.04 -1.15 -5.66 -0.4955
F -3.06 -0.87 -3.08 -0.4755
F -1.20 -2.83 -5.44 -0.5200
As 4.51 0.20 -3.25 1.9127
F 3.91 1.88 -2.88 -0.4852
F 3.26 -0.11 -4.46 -0.3935
F 5.15 -1.49 -3.63 -0.5294
F 5.72 0.57 -1.96 -0.5343
F 3.36 -0.48 -2.11 -0.3876
F 5.57 0.98 -4.47 -0.5080
```

For the HOMO-LUMO gap, the calculation gives 0.322 Eh. The value obtained for the highest occupied orbital energy is -12.97 eV. The electronic energy is -13863.07656 a.u. As for the net charge: +2.

***

Record 4
Density functional theory data (ωB97M-V with the def2-TZVPD basis set) for the molecule CH3F2N.

XYZ file:
```
7
Properties=species:S:1:pos:R:3:mulliken_charge:R:1
F -1.46 -0.90 0.00 -0.2760
C -0.57 0.13 -0.26 -0.0843
N 0.75 -0.26 0.55 -0.1708
F 1.82 -0.36 -0.33 -0.1810
H -0.21 -0.02 -1.35 0.2283
H -1.15 0.89 0.19 0.2385
H 0.81 0.52 1.20 0.2453
```

For the HOMO-LUMO gap, the calculation gives 0.422 Eh. The value obtained for the highest occupied orbital energy is -10.47 eV. The structure (SMILES) is FCNF. The electronic energy is -294.27018 a.u.